[1]
Below is one molecule with the formula C2H4N4OS at a distorted geometry, with properties calculated with ωB97M-V/def2-TZVPD.

Last column: Mulliken charge in e.
Atoms and positions in Å:
C  0.985  -0.185  -0.273  0.62
C  -0.747  1.037  -0.236  0.51
H  3.221  -0.066  0.005  0.24
H  2.632  -1.740  0.193  0.25
H  -1.393  2.916  0.116  0.25
H  -2.475  -1.738  0.991  0.16
N  2.343  -0.677  0.013  -0.44
N  0.562  1.047  -0.327  -0.60
N  -1.674  1.909  0.003  -0.67
N  -1.002  -0.382  0.055  0.02
O  0.110  -1.103  -0.311  -0.24
S  -2.562  -1.018  -0.230  -0.11

The lowest unoccupied orbital energy comes out at 0.019 Ha. For the electronic energy, the calculation gives -770.94373 Ha. For the energy above the lowest of the compared OMol25 structures with the same formula, charge and spin, the calculation gives 2.5672 eV. As for the multiplicity: 1. The value obtained for the HOMO energy is -0.3211 hartree. As for the SMILES: [H]/N=c1\nc(N)on1S. The strongest force on any atom is 6.2 eV/A.



[2]
Below is one molecule with the formula C2H4N4S at a distorted geometry, with properties calculated with ωB97M-V/def2-TZVPD.

Last column: Mulliken charge in e.
Atoms and positions in Å:
C  -0.899  -1.350  -0.113  0.02
C  -1.422  0.036  0.098  0.00
N  0.302  -1.532  0.151  -0.44
N  -0.393  0.859  0.394  -0.02
N  0.819  0.255  0.763  -0.16
N  1.863  0.665  0.075  -0.37
S  -2.962  0.581  -0.111  -0.32
H  -1.369  -2.224  -0.472  0.48
H  -0.489  1.749  -0.073  0.31
H  1.862  0.913  -0.872  0.22
H  2.690  0.047  0.159  0.29

The lowest unoccupied orbital energy (alpha / beta) comes out at -0.018 / -0.018 Ha. For the electronic energy, the calculation gives -695.66139 Ha. For the energy above the lowest of the compared OMol25 structures with the same formula, charge and spin, the calculation gives 4.6405 eV. As for the multiplicity: 1. The value obtained for the HOMO energy (alpha / beta) is -0.3068 / -0.3068 hartree. The strongest force on any atom is 3.8 eV/A.



[3]
Below is one molecule with the formula C2H4N4S2 at a distorted geometry, with properties calculated with ωB97M-V/def2-TZVPD.

Last column: Mulliken charge in e.
Atoms and positions in Å:
C  0.267  0.227  -0.305  0.62
C  -2.574  0.031  0.281  0.03
H  2.048  -1.119  0.758  0.30
H  2.663  -0.987  -0.745  0.27
H  1.816  1.426  0.183  0.25
H  -3.519  -0.214  0.797  0.35
N  2.526  -0.469  0.124  -0.69
N  1.603  0.535  -0.190  -0.08
N  -0.129  -0.987  -0.210  -0.53
N  -2.161  1.236  0.343  -0.38
S  -1.778  -1.331  -0.479  -0.06
S  -0.762  1.652  -0.557  -0.08

The lowest unoccupied orbital energy comes out at 0.015 Ha. For the electronic energy, the calculation gives -1093.95011 Ha. For the energy above the lowest of the compared OMol25 structures with the same formula, charge and spin, the calculation gives 1.4310 eV. As for the multiplicity: 1. The value obtained for the HOMO energy is -0.3147 hartree. As for the SMILES: NNC1=NSC=NS1. The strongest force on any atom is 1.0 eV/A.



[4]
Below is a 2-piece molecular cluster, C2H4N5O2S overall at a distorted geometry, with properties calculated with ωB97M-V/def2-TZVPD.

Last column: Mulliken charge in e.
Atoms and positions in Å:
C  0.870  -0.140  2.552  0.70
C  0.857  -0.989  -1.251  -0.95
N  1.199  -1.732  3.744  -0.41
N  1.157  -1.400  2.431  -0.13
N  0.605  0.361  3.756  -0.41
N  0.760  -0.753  4.487  -0.24
N  0.574  0.974  0.706  -0.55
O  0.944  1.647  -1.620  -0.67
O  2.757  0.456  -0.521  -0.67
S  1.323  0.602  -0.694  1.09
H  1.718  -1.335  -1.828  0.34
H  1.053  -1.513  -0.344  0.32
H  -0.095  -1.182  -1.641  0.36
H  -0.407  0.962  0.413  0.22

The lowest unoccupied orbital energy comes out at 0.114 Ha. For the electronic energy, the calculation gives -900.96523 Ha. For the energy above the lowest of the compared OMol25 structures with the same formula, charge and spin, the calculation gives 2.6626 eV. As for the multiplicity: 1. The net charge is -1. The value obtained for the HOMO energy is -0.2326 hartree. The strongest force on any atom is 2.9 eV/A.



[5]
Below is C2H4N5O2S as an isolated structure at a distorted geometry, with properties calculated with ωB97M-V/def2-TZVPD.

Last column: Mulliken charge in e.
Atoms and positions in Å:
C  2.265  1.125  -0.026  0.54
C  -0.426  -0.496  -0.442  -1.01
N  4.175  0.414  0.250  -0.27
N  3.365  1.361  0.708  -0.37
N  2.316  0.058  -0.832  -0.06
N  3.547  -0.360  -0.636  -0.55
N  0.513  1.903  0.396  -0.51
O  -1.813  1.468  0.789  -0.68
O  -0.962  1.859  -1.528  -0.68
S  -0.806  1.216  -0.222  1.14
H  -0.103  -0.985  0.436  0.38
H  -1.323  -1.248  -0.714  0.26
H  0.323  -0.633  -1.115  0.53
H  0.434  1.971  1.357  0.28

The lowest unoccupied orbital energy comes out at 0.128 Ha. For the electronic energy, the calculation gives -900.98986 Ha. For the energy above the lowest of the compared OMol25 structures with the same formula, charge and spin, the calculation gives 1.9925 eV. As for the multiplicity: 1. The net charge is -1. The value obtained for the HOMO energy is -0.2154 hartree. The strongest force on any atom is 5.7 eV/A.



[6]
Below is an isolated ion of composition C2H4NO and charge +1 at a distorted geometry, with properties calculated with ωB97M-V/def2-TZVPD.

Last column: Mulliken charge in e.
Atoms and positions in Å:
C  0.423  0.854  -0.476  -0.15
C  -0.360  -1.115  0.223  -0.12
N  -0.280  0.226  0.432  0.49
O  -0.674  0.715  1.439  -0.45
H  0.921  1.725  -0.187  0.33
H  0.544  0.625  -1.658  0.28
H  -0.279  -1.358  -0.882  0.28
H  -0.295  -1.672  1.110  0.35

The lowest unoccupied orbital energy (alpha / beta) comes out at -0.302 / -0.311 Ha. For the electronic energy, the calculation gives -208.09686 Ha. For the energy above the lowest of the compared OMol25 structures with the same formula, charge and spin, the calculation gives 4.7283 eV. As for the multiplicity: 1. The net charge is +1. The value obtained for the HOMO energy (alpha / beta) is -0.6086 / -0.6034 hartree. The strongest force on any atom is 5.6 eV/A.



[7]
Below is an isolated ion of composition C2H4NO2 and charge -1 at a distorted geometry, with properties calculated with ωB97M-V/def2-TZVPD.

Last column: Mulliken charge in e.
Atoms and positions in Å:
C  -0.566  0.561  -0.768  -0.31
C  0.416  -0.369  -0.403  -0.05
N  0.479  -0.850  1.274  -0.44
O  0.994  0.320  1.878  -0.75
O  -0.547  -0.721  -1.277  -0.47
H  -1.290  0.707  -0.024  0.17
H  -0.387  1.411  -1.394  0.21
H  1.400  -0.299  -0.698  0.40
H  -0.499  -0.761  1.412  0.23

The lowest unoccupied orbital energy comes out at 0.156 Ha. For the electronic energy, the calculation gives -283.68580 Ha. For the energy above the lowest of the compared OMol25 structures with the same formula, charge and spin, the calculation gives 6.1285 eV. As for the multiplicity: 1. The net charge is -1. The value obtained for the HOMO energy is -0.0582 hartree. As for the SMILES: [O-]N[C@@H]1CO1. The strongest force on any atom is 6.0 eV/A.



[8]
Below is a 2-piece molecular cluster, C2H4NO2 overall at a distorted geometry, with properties calculated with ωB97M-V/def2-TZVPD.

Last column: Mulliken charge in e.
Atoms and positions in Å:
C  -0.371  0.064  -0.663  -0.23
N  0.878  0.186  -1.044  -0.47
C  1.579  0.334  0.193  0.23
O  -3.157  0.031  0.310  -1.09
O  1.937  -0.548  0.943  -0.51
H  -1.124  0.707  -1.126  0.27
H  -3.252  -0.843  0.715  0.14
H  -0.792  -0.718  -0.026  0.31
H  1.965  1.346  0.381  0.35

The lowest unoccupied orbital energy comes out at 0.131 Ha. For the electronic energy, the calculation gives -283.74889 Ha. For the energy above the lowest of the compared OMol25 structures with the same formula, charge and spin, the calculation gives 4.4117 eV. As for the multiplicity: 1. The net charge is -1. The value obtained for the HOMO energy is -0.0979 hartree. The strongest force on any atom is 3.4 eV/A.



[9]
Below is C2H4NO2 as an isolated structure at a distorted geometry, with properties calculated with ωB97M-V/def2-TZVPD.

Last column: Mulliken charge in e.
Atoms and positions in Å:
C  -1.078  -0.251  -0.338  0.35
C  0.283  -0.073  0.059  -0.84
N  -3.499  0.124  -0.397  0.45
O  -4.392  0.236  0.244  -0.01
O  -2.101  -0.357  0.482  -0.33
H  -1.470  -0.200  -1.483  0.40
H  1.004  -0.149  -0.727  0.33
H  0.472  -0.463  1.066  0.36
H  0.171  0.983  0.349  0.31

The lowest unoccupied orbital energy comes out at -0.243 Ha. For the electronic energy, the calculation gives -283.42936 Ha. For the energy above the lowest of the compared OMol25 structures with the same formula, charge and spin, the calculation gives 3.4505 eV. As for the multiplicity: 1. The net charge is +1. The value obtained for the HOMO energy is -0.6226 hartree. The strongest force on any atom is 5.1 eV/A.



[10]
Below is an isolated ion of composition C2H4NO2 and charge +1 at a distorted geometry, with properties calculated with ωB97M-V/def2-TZVPD.

Last column: Mulliken charge in e.
Atoms and positions in Å:
C  0.187  1.329  0.716  0.59
C  0.489  -0.083  0.404  -0.06
N  -0.529  -0.907  -0.558  -0.43
O  -0.182  2.130  1.458  -0.31
O  0.832  1.115  -0.413  -0.34
H  1.342  -0.508  0.876  0.35
H  -0.153  -1.895  -0.870  0.40
H  -0.380  -0.274  -1.353  0.38
H  -1.608  -0.907  -0.260  0.43

The lowest unoccupied orbital energy comes out at -0.175 Ha. For the electronic energy, the calculation gives -283.47722 Ha. For the energy above the lowest of the compared OMol25 structures with the same formula, charge and spin, the calculation gives 2.1481 eV. As for the multiplicity: 1. The net charge is +1. The value obtained for the HOMO energy is -0.5866 hartree. As for the SMILES: [NH3+][C@H]1OC1=O. The strongest force on any atom is 3.1 eV/A.



Question: Which of these has the lowest strongest force on any atom?
Answer: C2H4N4S2